The following is a quantum chemistry calculation of C23H46N2O8SV as an isolated structure at a distorted geometry, from the OMol25 dataset.

XYZ file:
```
81
Properties=species:S:1:pos:R:3
V 0.74211 -0.13782 0.45958
S 5.11046 -2.10642 -3.00507
O 0.46069 -1.49067 2.13680
O 6.45344 -1.46138 -3.16018
O 1.18363 5.69137 0.35429
O 0.92796 1.16876 1.30781
O -0.59290 7.06377 0.40588
O -0.39108 5.35478 1.85168
O -0.49292 0.13076 -1.24593
O 2.05898 -0.63183 -0.26755
N -0.72673 1.49819 -1.47190
N -0.41499 -2.52999 1.86326
C 0.31466 -3.78875 1.65515
C -2.11126 1.87026 -1.24762
C -0.69496 -4.85360 1.25574
C 0.01029 6.12077 0.83496
C 0.02822 2.08723 -2.57666
C -0.12055 3.58205 -2.37750
C -2.46534 -1.24090 2.23466
C -1.91087 -5.05664 2.12695
C -2.61518 1.32152 0.08936
C -2.29682 3.41669 -1.14678
C -2.55211 -3.67318 2.24806
C 1.51988 1.76138 -2.37232
C 0.94618 -4.27542 2.98288
C -0.39463 1.67701 -4.00190
C 3.93924 -0.71035 -3.01158
C -1.64278 -2.47874 2.63176
C -1.42514 -2.36511 4.19177
C 0.52998 4.29064 2.06641
C -1.52493 4.15718 -2.26686
C 4.81574 -2.42217 -1.21243
C 1.61518 4.48051 0.98291
C 1.49589 -3.71886 0.65122
C -3.05316 1.35918 -2.33306
H 1.24720 -5.31782 2.81751
H -1.82576 -0.37838 2.47275
H -0.00880 3.34474 2.02593
H -1.44150 5.21275 -1.99367
H -3.38226 -1.14991 2.81524
H -3.16281 -3.51781 1.35459
H -1.67539 -1.35859 4.51777
H 1.67879 0.74162 -2.71681
H 1.52971 3.55057 0.42853
H -3.32707 -3.67297 3.02784
H -2.58211 -5.81029 1.71768
H -4.11389 1.50941 -2.11433
H 2.56812 4.67149 1.46560
H -2.62416 -1.03704 1.17355
H -1.04510 -4.68783 0.22585
H -2.03606 4.18481 -3.23149
H 1.85399 -3.75633 3.29688
H 2.98381 -1.06411 -2.61133
H -2.96888 1.90183 -3.28344
H 0.37846 4.10227 -3.20751
H 4.14042 0.03195 -2.23741
H 0.90942 4.30795 3.09207
H 2.31260 -3.18471 1.12448
H -0.15761 -5.80286 1.10890
H 0.50592 3.87286 -1.53153
H 1.79787 1.94311 -1.33683
H -1.93779 3.77048 -0.17859
H -3.37013 3.58534 -1.23085
H 4.18452 -1.71333 -0.67666
H -1.60950 -5.41669 3.11850
H -2.77489 0.32619 -2.55498
H 5.82084 -2.40363 -0.78815
H 2.15584 2.39617 -2.99658
H -0.83750 0.67875 -3.95925
H -1.15825 2.34662 -4.39683
H 4.39183 -3.42551 -1.16116
H -3.03145 0.32096 0.00201
H -1.79327 1.32438 0.81520
H -2.10675 -3.12859 4.56738
H 3.87515 -0.29894 -4.01459
H 0.29234 -4.24972 3.85002
H 1.64157 -4.77504 0.43110
H 1.22426 -3.16828 -0.25028
H -0.40167 -2.53823 4.50183
H -3.30946 2.02133 0.55958
H 0.46326 1.62075 -4.67230
```

Properties
Net charge: -1
HOMO-LUMO gap (eV): 7.19
Highest occupied orbital energy (eV): -4.56
Calculated total energy (eV): -80479.632